Record 1
The following is a quantum chemistry calculation of 2 unconnected molecules or ions with the total composition C12H17N, from the Open Molecules 2025 dataset.

Atoms and positions in Å:
C 1.64 0.35 -2.22
C 0.43 -0.39 -1.94
C -0.72 -0.56 -2.76
N -1.74 -1.24 -2.05
C -1.27 -1.33 -0.71
C -2.03 -1.56 0.55
C -1.15 -1.60 1.66
C 0.27 -1.45 1.79
C 0.85 -0.91 0.65
C 0.12 -0.90 -0.62
H 1.80 0.73 -3.26
H 2.52 -0.44 -2.03
H 1.93 1.07 -1.43
H -1.10 -0.03 -3.63
H -2.65 -1.67 -2.29
H -3.08 -1.62 0.64
H -1.64 -1.94 2.58
H 0.67 -1.58 2.92
H 1.93 -0.67 0.76
C 1.44 2.44 2.82
C 1.22 2.80 1.43
C -0.01 2.26 0.56
H 1.39 3.25 3.56
H 2.43 1.91 2.81
H 0.58 1.76 3.04
H 1.35 3.87 1.31
H 2.18 2.48 0.90
H 0.03 1.19 0.46
H -0.85 2.72 1.24
H -0.02 2.65 -0.47

Properties
- ΔE to the lowest compared entry with this formula, charge and spin: 77.0 kcal/mol
- Highest occupied orbital energy: -7.69 eV
- LUMO energy: 0.9 eV
- Frontier orbital gap: 8.628 eV
- Calculated total energy: -522.09750 a.u.

***

Record 2
The following is a quantum chemistry calculation of 2 unconnected molecules or ions with the total composition C12H17N, from the Open Molecules 2025 dataset.

Atoms and positions in Å:
C -0.75 -1.82 2.43
C -0.25 -2.92 1.49
C -0.91 -0.46 1.76
H -1.73 -2.22 2.66
H -0.19 -1.82 3.40
H 0.82 -2.82 1.22
H -1.78 -0.46 1.10
H -1.15 0.14 2.67
H -0.95 -2.99 0.66
H -0.20 -3.94 1.91
H 0.00 -0.15 1.27
C -2.11 0.38 -2.03
C 0.18 1.19 -1.11
C -0.68 0.18 -1.80
C 1.44 0.68 -1.07
C 0.13 -0.93 -1.85
C -0.02 2.56 -0.85
C 2.55 1.27 -0.42
C 1.05 3.17 -0.22
C 2.32 2.56 0.02
N 1.41 -0.66 -1.45
H -0.95 3.11 -0.83
H -2.65 0.50 -1.06
H -2.56 -0.49 -2.48
H -0.08 -1.87 -2.38
H 2.14 -1.34 -1.33
H 3.25 0.64 0.13
H 1.05 4.23 -0.01
H 3.00 2.97 0.72
H -2.38 1.31 -2.55

Properties
- ΔE to the lowest compared entry with this formula, charge and spin: 33.8 kcal/mol
- Highest occupied orbital energy (alpha / beta): -13.27 / -13.22 eV
- LUMO energy (alpha / beta): -3.5 / -7.3 eV
- 2S+1: 2
- Frontier orbital gap (alpha / beta): 9.737 / 5.943 eV
- Charge: +1
- Calculated total energy: -521.88885 a.u.